No. 1
A structure of composition C46H34BClF2N2O2PRu at a distorted geometry. Source: OMol25; level of theory: the ωB97M-V functional and the def2-TZVPD basis.

XYZ file:
```
90
Properties=species:S:1:pos:R:3:forces:R:3
Ru 0.471413 0.269154 1.213809 1.30 0.89 -0.96
Cl -0.929520 -0.446648 -1.994731 -0.02 -0.15 -0.03
C 0.294038 0.548050 -2.712133 0.12 0.37 0.13
C 0.805309 0.200497 -3.951710 -0.13 -0.09 0.11
C 1.745277 1.019678 -4.551317 0.08 0.06 -0.07
C 2.159640 2.183421 -3.922115 0.07 0.03 -0.06
C 1.651502 2.524727 -2.679390 -0.13 -0.17 0.12
C 0.715575 1.707119 -2.041197 0.02 -0.24 -0.17
P 0.066769 2.049778 -0.366946 -0.21 -0.09 0.16
C -1.649071 2.570645 -0.679941 0.01 0.03 0.03
C -2.014738 3.247980 -1.842059 -0.05 -0.04 0.04
C -3.330191 3.645889 -2.027648 0.03 0.01 -0.02
C -4.283535 3.375685 -1.053777 -0.01 0.00 0.00
C -3.923858 2.703169 0.104584 0.01 -0.04 0.03
C -2.609177 2.296361 0.290780 0.02 0.04 -0.04
C 0.925685 3.583428 0.116904 0.02 -0.01 -0.03
C 2.281678 3.483916 0.440172 -0.01 0.02 0.02
C 2.977414 4.589474 0.898444 0.00 -0.06 -0.01
C 2.322370 5.805888 1.052498 -0.03 0.03 0.00
C 0.976454 5.910295 0.740297 0.00 0.03 0.00
C 0.277237 4.804181 0.270386 0.02 -0.06 0.00
H 0.458819 -0.704554 -4.433079 0.01 0.02 0.00
H 2.149884 0.748060 -5.517748 0.00 0.00 0.01
H 2.885945 2.830182 -4.397628 -0.01 -0.02 0.00
H 1.987809 3.430229 -2.194788 0.00 0.03 0.02
H -1.273444 3.455451 -2.604868 0.00 0.00 0.00
H -3.612554 4.165641 -2.934474 0.00 -0.01 0.01
H -5.310721 3.683982 -1.202819 0.01 0.00 0.00
H -4.666535 2.477428 0.859993 0.01 0.02 -0.02
H -2.332090 1.754227 1.189016 -0.01 -0.04 -0.01
H 2.784027 2.526044 0.345381 0.01 0.01 0.01
H 4.027031 4.500314 1.149759 -0.02 0.00 -0.01
H 2.863107 6.669106 1.419729 -0.01 -0.01 0.00
H 0.461438 6.854806 0.864298 0.01 -0.01 0.00
H -0.776014 4.892392 0.036088 0.00 0.01 0.00
O 5.852293 -4.338158 -2.340059 0.02 -0.02 0.00
C 4.572531 -3.911413 -2.432482 0.01 -0.02 -0.06
O 3.889056 -4.292303 -3.340207 0.00 0.01 0.00
C 4.078171 -2.968973 -1.383109 -0.07 0.02 0.04
C 4.890275 -2.360104 -0.433174 0.06 0.00 -0.02
C 4.372193 -1.477205 0.499166 0.04 -0.02 -0.10
C 3.008678 -1.193905 0.505094 -0.12 -0.02 -0.10
C 2.184336 -1.818986 -0.441157 0.17 0.06 0.16
C 2.713734 -2.679867 -1.377650 0.06 -0.02 0.01
N 2.412991 -0.270323 1.389151 -0.24 -0.14 0.15
C 3.100076 0.306035 2.377415 -0.24 -0.12 -0.32
C 2.412906 1.318991 3.050220 -0.25 0.23 0.16
C 2.946588 2.105439 4.094964 -0.01 0.00 0.02
C 2.216324 3.135605 4.609412 0.10 -0.03 0.02
C 0.933103 3.390253 4.089845 -0.11 0.00 -0.04
C 0.438386 2.588884 3.102634 -0.01 0.11 0.08
N 1.138935 1.557013 2.577137 0.52 -0.01 0.05
H 6.269501 -4.014155 -1.535207 -0.02 0.00 0.02
H 5.961620 -2.526959 -0.410019 0.00 -0.01 -0.01
H 5.052275 -1.004826 1.192741 -0.03 0.02 0.00
H 1.115769 -1.640768 -0.425778 -0.06 0.00 0.04
H 2.077460 -3.154236 -2.112777 0.01 0.00 0.00
H 4.112964 0.030423 2.630186 0.01 0.00 0.03
H 3.939656 1.878821 4.460529 -0.01 -0.01 0.00
H 2.615399 3.752750 5.403288 0.01 -0.01 -0.01
H 0.329425 4.204970 4.463327 0.00 -0.01 -0.01
H -0.549442 2.740981 2.690804 0.00 0.00 0.00
C -0.919660 -1.101795 1.567964 -0.50 -0.20 0.47
C -1.692747 -1.987521 1.054592 0.27 0.41 0.06
C -2.485655 -2.881602 0.489102 0.05 -0.41 -0.13
C -3.499086 -2.453901 -0.502196 -0.11 0.06 0.00
C -3.996204 -3.332248 -1.469011 0.09 -0.01 0.00
C -4.899726 -2.899685 -2.428082 -0.04 0.03 -0.04
C -5.332190 -1.580430 -2.452009 0.04 -0.07 0.03
C -4.843314 -0.697108 -1.498805 0.03 0.03 0.02
C -3.944895 -1.129111 -0.537761 -0.01 0.05 0.06
C -2.285560 -4.317665 0.832626 -0.07 -0.06 -0.01
C -3.378517 -5.157608 1.054233 -0.01 0.04 -0.01
C -3.195741 -6.483582 1.414756 -0.03 -0.03 0.01
C -1.916823 -7.001112 1.565493 0.02 0.05 -0.02
C -0.821948 -6.173986 1.353879 0.01 -0.07 0.02
C -1.004804 -4.849832 0.990195 -0.03 0.12 -0.04
H -3.652908 -4.358856 -1.486611 -0.02 0.01 0.02
H -5.261110 -3.601341 -3.170279 0.00 0.01 0.01
H -6.037162 -1.246871 -3.202409 0.00 0.00 0.00
H -5.159287 0.339456 -1.500059 0.00 0.00 -0.01
H -3.569994 -0.429684 0.201685 -0.02 -0.03 -0.02
H -4.381643 -4.759423 0.955605 0.02 -0.01 -0.01
H -4.059076 -7.114769 1.587319 0.01 0.01 0.00
H -1.775741 -8.036911 1.846349 0.01 0.01 0.00
H 0.181660 -6.565122 1.467591 -0.01 0.01 0.00
H -0.148260 -4.206575 0.824749 0.01 -0.01 0.00
F -1.686156 0.593065 3.347871 0.20 0.08 -0.07
B -0.802164 -0.362651 2.948850 -0.93 -0.84 0.32
F -0.093464 -0.917107 3.956301 0.07 0.20 -0.04
```
Positions in Å, forces in eV/Å.

Its charge is 0. The energy is -3154.417356 hartree. The multiplicity is 2. Its HOMO energy (alpha / beta) is -6.45 / -6.46 eV. The value obtained for the energy above the lowest of the compared OMol25 structures with the same formula, charge and spin is 1.376 eV. Its LUMO energy (alpha / beta) is -1.024 / -0.854 eV.

No. 2
A structure of composition C28H26F4N4STcTe at a distorted geometry. Source: OMol25; level of theory: the ωB97M-V functional and the def2-TZVPD basis.

XYZ file:
```
65
Properties=species:S:1:pos:R:3:forces:R:3
Tc 0.119200 -0.415400 -0.198900 0.72 1.36 0.07
C -0.074700 1.215700 -3.647000 -0.05 -0.06 0.21
C -1.280400 0.766000 -2.833100 0.27 -0.23 -0.53
N -1.214400 0.925100 -1.350600 0.25 -0.15 0.37
C -2.617000 0.872000 -0.849000 -0.48 -0.28 0.28
C -3.430600 -0.354100 -1.248900 0.24 0.20 -0.02
C -0.653900 2.256000 -1.000700 0.43 0.37 0.30
C -0.331700 2.409100 0.490200 -0.49 0.51 -0.43
N 0.281800 1.191900 0.965400 -0.42 -0.30 -0.79
C 0.971100 1.154900 2.126100 1.04 -0.27 1.57
C 1.546700 -0.084800 2.493000 -0.02 0.61 0.09
F 1.326100 -1.142700 1.620700 -0.02 -0.06 0.03
C 2.310100 -0.278600 3.625800 -0.11 0.07 -0.01
F 2.803900 -1.487200 3.876100 -0.02 0.07 -0.06
C 2.542400 0.779300 4.492400 -0.19 0.08 -0.32
C 1.988000 2.014100 4.181200 -0.03 -0.37 -0.12
F 2.181600 3.034900 5.001000 -0.04 0.02 -0.13
C 1.222800 2.212300 3.035500 -0.05 -0.24 -0.21
F 0.727900 3.434200 2.800700 0.03 -0.12 0.10
H -0.194000 0.834800 -4.658400 -0.01 -0.07 -0.07
H 0.861700 0.825200 -3.248500 0.06 0.02 -0.06
H -0.011200 2.296600 -3.732100 0.09 0.09 0.07
H -1.449300 -0.293900 -3.022200 -0.17 0.06 0.02
H -2.151400 1.318100 -3.201200 -0.06 -0.07 0.16
H -3.152100 1.756600 -1.216200 0.21 0.04 0.08
H -2.571900 0.930000 0.238100 -0.02 0.11 0.02
H -3.659300 -0.364500 -2.309300 -0.04 -0.01 -0.11
H -4.376500 -0.321200 -0.714700 -0.08 0.01 0.06
H -2.933300 -1.282700 -0.991400 0.03 -0.10 -0.02
H -1.329600 3.057700 -1.309700 -0.05 -0.05 -0.09
H 0.281100 2.367300 -1.552300 -0.14 0.00 0.03
H -1.228000 2.637700 1.078800 0.04 0.03 -0.05
H 0.341000 3.265700 0.593300 -0.13 -0.09 -0.04
H 3.144100 0.655600 5.379300 0.02 -0.04 0.07
C -2.481700 -2.054200 2.907300 -0.12 -0.28 -0.12
C -1.805500 -1.145600 2.095400 -0.03 0.21 0.21
N -1.313400 -1.464700 0.910500 -0.30 -0.08 0.14
C -1.493400 -2.732300 0.470900 -0.25 -0.57 0.25
C -2.217200 -3.703000 1.193400 0.33 0.57 -0.27
C -2.710200 -3.333800 2.455500 0.21 0.35 0.01
C -2.411800 -4.984000 0.602500 0.03 -0.20 -0.42
C -1.947000 -5.263000 -0.642000 -0.17 -0.07 0.37
C -1.175300 -4.311700 -1.375600 0.17 0.61 0.08
C -0.661800 -4.537200 -2.666100 0.17 0.32 0.09
C 0.113600 -3.558100 -3.253400 -0.20 -0.21 0.13
C 0.375300 -2.378200 -2.561200 0.07 0.15 -0.18
N -0.134300 -2.104400 -1.365500 -0.09 -1.03 -0.54
C -0.911500 -3.057100 -0.786200 -0.30 -0.62 -0.15
H -2.822500 -1.737700 3.878400 -0.09 0.07 0.10
H -1.659800 -0.129400 2.429900 0.09 0.13 0.00
H -3.244900 -4.041500 3.067300 -0.10 -0.16 0.04
H -2.967700 -5.715000 1.165800 -0.09 -0.18 0.01
H -2.142200 -6.221400 -1.097100 -0.01 -0.13 -0.02
H -0.875400 -5.463400 -3.179500 0.02 -0.08 -0.03
H 0.527300 -3.685400 -4.241500 0.04 -0.04 -0.05
H 1.008300 -1.616800 -2.994400 0.03 0.07 -0.03
Te 2.637000 0.550600 -0.881900 0.11 -0.11 -0.53
C 3.642600 0.083100 -2.640300 -0.01 0.69 0.43
C 3.734600 -1.023400 -3.458000 -0.18 0.06 0.17
C 4.590200 -0.820300 -4.544800 0.24 0.27 -0.24
C 5.151600 0.435000 -4.555700 -0.15 -0.09 0.24
S 4.670100 1.370500 -3.227900 -0.31 -0.51 0.04
H 3.242200 -1.960800 -3.268700 -0.11 -0.13 0.08
H 4.796000 -1.556100 -5.301600 0.04 -0.14 -0.08
H 5.827600 0.850000 -5.278300 0.14 0.02 -0.19
```
Positions in Å, forces in eV/Å.

Its charge is +2. The energy is -2447.536728 hartree. The multiplicity is 4. Its HOMO energy (alpha / beta) is -13.37 / -13.79 eV. The value obtained for the energy above the lowest of the compared OMol25 structures with the same formula, charge and spin is 0.000 eV. Its LUMO energy (alpha / beta) is -6.399 / -7.979 eV.

No. 3
A structure of composition C2H3BrF2O2 at a distorted geometry. Source: OMol25; level of theory: the ωB97M-V functional and the def2-TZVPD basis.

XYZ file:
```
10
Properties=species:S:1:pos:R:3:forces:R:3
C 0.506843 -0.434817 -0.174369 -2.05 0.99 0.60
C -1.064278 -0.349236 -0.330495 -0.23 4.29 2.74
O 0.908418 -1.713508 -0.002329 0.51 0.28 -0.88
O -1.428945 1.514330 -0.079310 0.52 -4.50 -1.47
F 0.774591 0.385139 0.947652 0.20 -1.15 -0.63
F -1.611116 -0.865982 0.818314 0.33 0.16 -1.70
Br -1.887716 -0.803819 -1.930734 0.11 -0.11 0.23
H 1.002664 -0.010394 -0.992523 0.53 0.70 -1.31
H 0.829084 -1.852903 0.918610 -0.20 -0.92 1.81
H -0.960625 1.548132 0.751736 0.27 0.27 0.59
```
Positions in Å, forces in eV/Å.

Its charge is 0. The energy is -3002.150517 hartree. Its HOMO energy is -10.84 eV. The value obtained for the energy above the lowest of the compared OMol25 structures with the same formula, charge and spin is 2.295 eV. Its LUMO energy is 0.385 eV.